Molecular formula: C11H24Cl6N2O7
Method: DFT, wB97M-V/def2-TZVPD

The energy above the lowest of the compared OMol25 structures with the same formula, charge and spin is 48.0 kcal per mole. Its SMILES is C[N+](=O)[O-].C[N+](=O)[O-].COC(=O)OC.ClCCCl.ClCCCl.ClCCCl. The calculation puts the max |F| at 0.065 hartree/bohr. The orbital gap is 10.68 eV. The HOMO energy comes out at -10.73 eV. The calculation puts the lowest unoccupied orbital energy at -0.0492 eV.

Last column: Löwdin charge in e.
CARTESIAN COORDINATES (ANGSTROEM)
Cl: -16.861320 -15.165214 -11.936659  0.497
C: -16.383507 -15.520193 -13.649012  -0.634
C: -17.259421 -14.786443 -14.626341  -0.636
Cl: -17.238621 -13.053540 -14.155851  0.497
H: -16.523735 -16.591714 -13.791434  0.071
H: -15.335739 -15.222357 -13.688796  0.066
H: -18.328094 -14.994920 -14.575831  0.062
H: -17.077323 -14.868088 -15.697914  0.077
Cl: -8.029768 -9.383375 -7.179596  0.489
C: -9.043440 -10.885127 -6.777668  -0.582
C: -8.266123 -12.216365 -7.083947  -0.663
Cl: -8.810378 -13.781098 -6.376391  0.520
H: -9.983886 -10.916924 -7.327796  0.064
H: -9.350015 -10.967027 -5.734886  0.064
H: -7.337065 -11.944104 -6.583127  0.041
H: -8.015231 -12.335067 -8.138017  0.067
Cl: -9.664285 -2.620067 -8.448588  0.576
C: -10.153669 -3.417475 -9.904831  -0.728
C: -9.881922 -2.462004 -11.067415  -0.645
Cl: -11.176928 -1.238878 -10.960161  0.540
H: -11.219881 -3.640630 -9.866287  0.055
H: -9.663320 -4.390174 -9.865907  0.069
H: -10.047148 -2.998942 -12.001496  0.064
H: -8.888720 -2.019137 -10.993027  0.068
C: -15.160059 -5.195445 -7.584951  0.048
N: -16.470976 -5.345862 -6.787581  -0.399
O: -16.395459 -6.241262 -5.942123  0.043
O: -17.501923 -4.696416 -7.084061  0.037
H: -14.777258 -4.224980 -7.269102  0.093
H: -15.375272 -5.157333 -8.652808  0.088
H: -14.464586 -6.020581 -7.431387  0.091
C: -13.628467 -9.562436 -12.905434  0.047
N: -12.707391 -8.975837 -11.892530  -0.466
O: -12.955611 -7.851214 -11.518154  0.052
O: -11.999040 -9.768307 -11.328345  0.068
H: -14.084399 -10.496901 -12.578340  0.101
H: -12.927362 -9.672711 -13.732720  0.104
H: -14.420163 -8.827753 -13.052206  0.096
C: -13.009827 -4.896681 -15.874007  -0.037
O: -12.616571 -6.244777 -16.195892  0.014
C: -11.345352 -6.591781 -16.276947  -0.604
O: -11.009297 -7.590759 -16.926331  0.093
O: -10.526257 -5.783921 -15.603022  -0.021
C: -9.118002 -6.192814 -15.424448  0.000
H: -13.123319 -4.799097 -14.794329  0.090
H: -14.036848 -4.660453 -16.152409  0.090
H: -12.385746 -4.096769 -16.272468  0.099
H: -8.683094 -5.515400 -14.689558  0.088
H: -8.484933 -6.111290 -16.308004  0.092
H: -9.071234 -7.245022 -15.143753  0.094

Cartesian forces, eV/Å:
0.00 -0.38 -0.39
-0.25 -0.40 0.30
-1.09 1.13 0.19
0.17 0.49 -0.61
0.31 0.02 0.07
-0.18 -0.14 -0.34
0.15 -0.61 0.55
0.90 -0.09 0.22
-1.06 -1.68 0.46
-0.75 -1.69 -0.43
1.45 1.79 0.45
-0.26 1.02 -0.33
0.20 0.76 -0.33
0.50 0.76 0.15
0.36 -0.80 -0.07
-0.45 -0.16 0.09
0.20 0.52 1.49
-0.24 -0.48 -0.49
-0.60 -1.20 0.23
0.24 0.46 -0.33
0.01 0.18 0.06
0.37 0.20 -0.73
0.26 0.20 -0.09
-0.27 0.10 -0.15
-0.80 0.92 -0.27
-0.74 -1.31 -0.52
-0.66 1.49 -0.67
2.82 -1.25 0.73
0.24 -0.18 -0.07
-0.40 0.17 0.18
-0.45 0.15 0.63
0.29 0.75 -0.75
-2.64 -1.09 1.68
0.75 0.77 -0.26
1.38 -0.06 0.04
0.63 0.04 0.19
-0.74 -0.32 -0.52
0.33 -0.06 -0.41
-0.47 0.43 1.20
-0.94 0.95 -0.44
1.31 -2.33 -1.69
-0.45 2.12 1.76
1.09 0.08 0.24
-0.46 -0.18 -0.34
0.76 0.01 0.21
0.05 -0.82 -0.90
0.33 -0.47 -0.02
-0.44 -0.21 0.17
-0.61 0.23 -0.43
-0.17 0.19 0.32

---

Molecular formula: C11H24ClFN4O3P
Method: DFT, wB97M-V/def2-TZVPD

The net charge is -1. The calculation puts the max |F| at 0.099 hartree/bohr. The orbital gap is 5.47 eV. The HOMO energy comes out at -3.19 eV. The calculation puts the lowest unoccupied orbital energy at 2.2747 eV.

Last column: Löwdin charge in e.
CARTESIAN COORDINATES (ANGSTROEM)
C: -4.446866 -5.419701 2.663059  -0.029
C: -3.236215 -4.522872 2.655160  -0.566
O: -2.740473 -4.100729 3.678619  0.050
N: -2.727423 -4.258835 1.376270  -0.075
C: -1.350712 -3.814411 1.385052  -0.471
C: -1.008917 -2.442912 1.905928  -0.019
O: -0.492622 -4.555543 0.967312  0.079
C: -3.493736 -3.373878 0.470176  -0.561
F: -4.366354 -4.250094 -0.212810  -0.185
Cl: -4.705736 -2.326421 1.504019  0.369
H: -4.819827 -5.552258 3.675653  0.073
H: -5.212404 -5.023350 1.997304  0.049
H: -4.138240 -6.384201 2.253125  0.082
H: -0.188650 -2.050405 1.302651  0.066
H: -0.625995 -2.544418 2.922506  0.080
H: -1.850172 -1.756981 1.874583  0.059
O: 0.088669 0.418819 -0.706077  -0.246
P: 1.198584 1.356426 -0.912669  0.608
N: 1.474060 2.058692 0.613018  -0.296
C: 1.978152 3.377392 0.934375  -0.144
C: 1.895202 1.069958 1.600107  -0.123
N: 0.489183 2.501511 -2.024767  -0.278
C: 0.455162 3.936251 -1.773666  -0.159
C: -0.843464 2.109719 -2.500986  -0.141
N: 2.746346 1.332652 -1.575189  -0.315
C: 3.481660 2.511215 -1.973776  -0.133
C: 2.809458 0.336838 -2.659692  -0.128
H: 3.077964 3.439226 0.914339  0.079
H: 1.666169 3.636610 1.949882  0.084
H: 1.572048 4.143582 0.288479  0.038
H: 2.922161 0.718747 1.422668  0.081
H: 1.227926 0.208703 1.583753  0.066
H: 1.846786 1.498764 2.601706  0.080
H: -0.052766 4.187986 -0.834813  0.080
H: -0.099097 4.426154 -2.577141  0.077
H: 1.443071 4.398156 -1.790933  0.061
H: -1.626737 2.305386 -1.759951  0.089
H: -0.881551 1.056611 -2.758499  0.072
H: -1.074628 2.681129 -3.403711  0.076
H: 3.192635 2.854360 -2.975091  0.087
H: 4.543948 2.253926 -1.992626  0.086
H: 3.383581 3.340912 -1.279422  0.054
H: 2.205147 0.647153 -3.522794  0.082
H: 2.444820 -0.630644 -2.313460  0.082
H: 3.839854 0.200775 -2.991673  0.078

Cartesian forces, eV/Å:
0.05 -0.09 -0.23
-0.44 -0.17 -0.09
0.43 -0.24 0.18
-0.09 0.55 0.67
0.30 0.02 -0.33
0.27 0.12 -0.20
-0.23 0.10 0.22
0.59 -0.47 -0.71
-0.17 0.10 0.15
-0.23 0.06 0.18
-0.02 0.14 0.01
-0.02 0.02 0.05
-0.04 -0.01 0.02
-0.10 0.02 -0.11
-0.23 -0.07 0.08
-0.07 -0.08 0.09
1.61 -2.20 -0.47
-1.46 4.88 0.46
-0.18 0.12 -0.09
0.32 0.01 0.00
-0.05 -0.36 -0.01
-0.20 0.15 0.22
0.20 0.15 -0.17
-0.12 -0.17 -0.03
-0.02 -2.73 -0.35
0.06 0.39 0.21
-0.01 -0.18 0.01
-0.02 0.01 0.00
-0.01 -0.10 0.02
0.10 -0.03 -0.05
0.01 0.06 0.07
0.01 0.00 -0.08
-0.03 0.10 -0.04
-0.05 0.06 -0.04
-0.04 -0.10 -0.03
0.07 -0.11 0.17
-0.01 -0.05 0.00
0.02 -0.02 0.09
0.09 0.07 0.02
-0.13 0.01 0.05
-0.02 -0.04 -0.08
-0.18 -0.06 0.08
0.06 0.03 -0.02
-0.04 0.05 0.02
0.04 0.07 0.08

---

Molecular formula: C11H24NO2PS2V
Method: DFT, wB97M-V/def2-TZVPD

The energy above the lowest of the compared OMol25 structures with the same formula, charge and spin is 0.0 kcal per mole. The net charge is +3. The calculation puts the max |F| at 0.058 hartree/bohr. The orbital gap is 3.63 eV. The HOMO energy comes out at -16.96 eV. The calculation puts the lowest unoccupied orbital energy at -13.3306 eV.

Last column: Löwdin charge in e.
CARTESIAN COORDINATES (ANGSTROEM)
C: -3.130218 4.411952 -3.665651  0.004
C: -2.451972 3.334986 -2.827352  -0.506
O: -1.040597 3.309260 -2.991225  -0.063
C: -2.750171 3.564571 -1.357047  -0.178
P: -1.509604 2.320158 -0.406501  1.079
C: -0.202619 0.998110 0.552413  -0.251
C: -0.079657 1.346880 2.023643  -0.263
C: 1.358461 1.035685 2.479408  -0.486
S: 1.806629 -0.597176 2.975000  1.097
C: 2.130708 -1.437371 1.494879  -0.984
S: 2.304701 -0.628966 0.061109  0.931
N: 2.326883 -2.780159 1.743158  -0.166
C: 1.154181 -3.638360 1.978212  -0.100
C: 0.575268 -4.267218 0.674066  -0.286
O: 1.257983 -3.936382 -0.468666  -0.084
C: 2.624476 -4.293218 -0.241732  -0.125
C: 3.286691 -3.385609 0.787983  -0.125
H: -3.037140 5.401696 -3.226934  0.103
H: -2.655592 4.399424 -4.643957  0.111
H: -4.174122 4.159504 -3.820167  0.106
H: -2.790222 2.338458 -3.108427  0.143
H: -0.719688 4.196605 -3.205920  0.126
H: -3.790294 3.415134 -1.078467  0.112
H: -2.429294 4.561804 -1.059589  0.107
H: -1.647323 1.369706 -1.421733  0.083
H: -2.375797 2.248712 0.688282  0.084
H: -0.491217 3.269654 -0.502762  0.091
H: 0.743817 1.127824 0.015637  0.013
H: -0.617595 0.004217 0.411262  0.084
H: -0.840006 0.826572 2.598269  0.124
H: -0.220010 2.420559 2.132548  0.121
H: 1.570139 1.636169 3.364558  0.106
H: 2.024782 1.389456 1.699642  0.065
H: 1.420559 -4.403124 2.703558  0.144
H: 0.383957 -3.025681 2.439316  0.107
H: -0.472296 -3.902488 0.511183  0.065
H: 0.515694 -5.376090 0.824874  0.123
H: 3.179568 -4.310051 -1.170760  0.149
H: 2.650365 -5.319357 0.132459  0.138
H: 3.959332 -4.024958 1.358281  0.147
H: 3.912059 -2.628986 0.331468  0.103
V: -1.760818 -5.131898 1.215682  0.950

Cartesian forces, eV/Å:
-0.01 -0.33 -0.09
0.43 -0.13 0.05
0.04 0.05 0.18
-0.23 0.36 -0.32
-1.27 1.24 -1.43
1.68 -1.48 1.94
-0.55 -0.15 -1.07
0.53 0.76 0.27
-0.55 -0.43 0.07
-0.42 0.13 1.06
-0.28 0.02 -0.44
0.26 0.21 -1.83
0.00 0.41 0.54
-0.74 -0.25 0.73
0.15 0.04 -0.07
0.22 -0.46 0.09
0.30 -0.78 0.35
-0.02 0.13 0.01
0.05 0.07 -0.12
-0.18 0.14 0.12
-0.14 -0.04 -0.18
0.06 -0.07 -0.10
-0.01 -0.29 0.21
0.10 0.00 0.34
0.16 -0.18 0.13
0.23 -0.17 0.23
0.18 -0.16 0.23
-0.37 0.51 -0.73
-0.38 0.10 -0.57
-0.03 0.06 0.22
0.16 0.12 0.39
-0.08 -0.02 0.18
0.34 -0.03 0.07
0.14 -0.16 -0.06
-0.01 0.10 0.16
0.10 0.70 -0.22
0.17 -0.11 -0.10
-0.18 0.27 -0.28
-0.09 -0.14 -0.04
0.14 0.12 0.21
-0.11 0.27 0.00
0.20 -0.43 -0.13

---

Molecular formula: C11H25AuClIN2OP2
Method: DFT, wB97M-V/def2-TZVPD

Its spin multiplicity is 3. The energy above the lowest of the compared OMol25 structures with the same formula, charge and spin is 74.5 kcal per mole. The net charge is +2. The calculation puts the max |F| at 0.103 hartree/bohr. The orbital gap (alpha / beta) is 5.19 / 6.40 eV. The HOMO energy (alpha / beta) comes out at -10.92 / -14.84 eV. The calculation puts the lowest unoccupied orbital energy (alpha / beta) at -5.7229 / -8.4455 eV. The expectation value of S² is 2.007.

Last column: Löwdin spin population.
CARTESIAN COORDINATES (ANGSTROEM)
C: 0.533621 3.340063 0.147234  0.000
C: 1.271088 2.440128 1.150535  0.000
H: 0.524411 2.889420 -0.850535  0.000
H: 0.969856 4.308913 0.106202  0.000
H: -0.494771 3.440911 0.473434  0.000
O: 2.170224 1.604711 0.498635  0.000
I: 1.807140 2.948961 2.940654  0.000
Au: -2.488358 -1.743010 -0.506663  0.090
P: -3.732182 -0.139814 0.484002  0.010
C: -5.450891 -0.668636 0.202441  0.006
C: -3.508767 -0.082748 2.298824  0.000
H: -4.471223 -0.182294 2.812089  0.000
H: -4.429892 2.044766 -0.476711  0.000
H: -3.020736 0.841666 2.676968  0.000
H: -2.919770 2.197504 0.432931  0.000
H: -5.531891 -1.769468 0.388744  0.002
H: -2.874806 -0.906734 2.620031  0.000
C: -3.492374 1.541619 -0.230142  0.000
H: -6.148110 -0.129364 0.873712  0.001
H: -2.906341 1.448958 -1.134614  0.000
H: -5.738670 -0.518813 -0.856635  0.000
P: 3.523332 0.785012 0.584307  0.000
C: 3.294683 -0.388282 -0.758810  0.001
C: 4.715444 1.967651 0.012618  0.000
H: 3.113273 0.226095 2.862321  0.000
H: 4.797894 -0.163552 2.399270  0.000
H: 3.410726 -1.193662 1.861911  0.000
C: 3.746704 -0.163444 2.066005  0.000
H: 4.516413 2.955690 0.436060  0.000
H: 5.725369 1.632101 0.208370  0.000
H: 4.264131 -0.446661 -1.264793  0.000
H: 2.532801 -0.044718 -1.444016  0.001
H: 4.540503 2.056998 -1.052577  0.000
H: 3.017258 -1.374667 -0.362002  0.000
Cl: -0.301277 1.064486 1.451778  -0.001
N: -0.178604 -3.688861 -1.163614  0.260
C: 0.319804 -4.222272 -2.304261  0.514
C: 0.085380 -3.283977 -3.321552  0.242
C: -0.544552 -2.192787 -2.718096  0.221
N: -0.837642 -2.507189 -1.430636  0.607
H: -0.034761 -4.012397 -0.205968  0.006
H: 0.740265 -5.226056 -2.370568  0.026
H: 0.259835 -3.442955 -4.375202  0.005
H: -0.774539 -1.243291 -3.161679  0.009

Cartesian forces, eV/Å:
0.14 -0.64 0.43
-2.74 -3.00 -3.36
0.16 -0.07 0.33
0.57 0.86 -0.08
0.01 0.17 0.10
-0.41 0.46 -0.41
0.97 1.61 3.18
0.86 0.86 0.12
-0.77 -0.09 0.23
-0.67 -0.21 0.11
0.17 0.53 0.53
0.09 0.04 -0.19
-0.05 -0.23 0.12
-0.35 -0.46 -0.54
-0.16 -0.31 0.13
0.11 0.96 0.03
-0.05 -0.08 -0.08
0.02 0.04 0.23
0.24 -0.26 -0.47
0.02 -0.08 -0.29
0.18 0.08 0.56
-0.89 -0.10 -1.19
0.51 -0.39 0.53
0.08 0.25 0.54
0.15 0.10 0.06
-0.39 0.00 -0.13
0.26 0.42 0.03
0.23 -0.26 0.59
0.23 -0.19 0.25
0.32 0.10 -0.02
-0.18 -0.24 -0.11
-0.09 0.21 -0.18
0.06 -0.09 -0.30
0.10 0.31 -0.22
1.07 0.52 -0.06
0.40 -0.72 2.73
0.89 -2.10 -0.47
-1.22 2.35 -0.35
1.88 -0.64 -3.62
-1.02 -0.70 1.65
-0.23 0.36 -0.70
-0.33 0.42 0.11
0.17 0.18 0.08
-0.32 0.03 0.07

---

Molecular formula: C11H25BFN6O
Method: DFT, wB97M-V/def2-TZVPD

The net charge is +1. The calculation puts the max |F| at 0.028 hartree/bohr. The orbital gap is 8.10 eV. The HOMO energy comes out at -13.08 eV. The calculation puts the lowest unoccupied orbital energy at -4.9773 eV.

Last column: Löwdin charge in e.
CARTESIAN COORDINATES (ANGSTROEM)
C: -2.367241 0.075197 1.255790  -0.058
N: -3.296140 -0.024881 0.110247  -0.057
C: -2.633615 -0.603830 -1.074860  -0.044
B: -3.974954 1.193389 -0.132791  -0.589
O: -5.090217 1.637681 0.475756  0.224
N: -3.409175 2.104291 -1.292483  0.311
C: -2.301475 2.732294 -1.125574  -0.315
N: -1.940842 3.150150 0.130851  0.191
N: -1.444270 3.034207 -2.223075  0.098
F: -0.653623 1.880548 -2.321081  -0.034
H: -2.673691 0.870981 1.930092  0.088
H: -2.359639 -0.839571 1.842152  0.096
H: -1.355435 0.268947 0.917360  0.034
H: -2.543329 -1.676728 -0.944289  0.104
H: -3.259139 -0.469525 -1.954175  0.089
H: -1.646407 -0.177853 -1.247475  0.077
H: -5.000663 1.769024 1.427686  0.133
H: -3.537930 1.752944 -2.240042  0.166
H: -2.330615 4.015894 0.461221  0.134
H: -1.156477 2.734797 0.609460  0.119
H: -1.932946 3.155007 -3.107210  0.143
C: 0.802930 -3.223957 2.177717  -0.106
C: 1.875624 -2.568073 3.038282  -0.247
C: 1.392616 -1.274189 3.709992  -0.174
C: 1.000398 -0.278874 2.719462  -0.213
N: 0.702795 0.507682 1.944390  0.154
H: 0.506358 -2.574763 1.351098  0.061
H: 1.173833 -4.151829 1.746454  0.078
H: -0.086421 -3.459055 2.766329  0.076
H: 2.753742 -2.352253 2.428595  0.114
H: 2.192496 -3.257973 3.820055  0.113
H: 2.179384 -0.841041 4.327656  0.124
H: 0.533391 -1.470746 4.353339  0.124
C: 2.228709 0.471030 -1.615990  -0.127
C: 3.552827 0.638472 -2.350074  -0.253
C: 4.044447 -0.680291 -2.959371  -0.187
C: 4.232191 -1.691518 -1.923067  -0.246
N: 4.363488 -2.488117 -1.113960  0.148
H: 2.332460 -0.227318 -0.784933  0.059
H: 1.886617 1.419893 -1.203083  0.062
H: 1.453472 0.091258 -2.286536  0.067
H: 4.305548 1.018359 -1.658366  0.115
H: 3.451570 1.377304 -3.146279  0.109
H: 4.990724 -0.539347 -3.481033  0.120
H: 3.320700 -1.063608 -3.680259  0.120

Cartesian forces, eV/Å:
-0.51 -0.53 0.36
0.83 0.81 -0.84
-0.33 -0.24 0.43
-0.69 -0.15 0.48
0.71 1.01 0.20
0.33 -0.99 -0.69
-0.19 0.49 0.32
-0.53 -0.71 0.09
0.13 0.55 0.22
0.12 -0.10 -0.26
0.00 0.12 0.09
0.03 -0.22 -0.04
0.15 0.10 -0.05
0.14 -0.15 0.08
-0.05 0.01 -0.16
0.17 0.03 -0.07
-0.52 -0.39 0.08
-0.25 0.33 -0.10
-0.01 0.03 0.20
0.44 0.34 -0.21
0.01 -0.44 -0.15
0.01 0.02 0.02
-0.06 -0.08 -0.10
0.15 -0.24 -0.04
0.14 -0.17 0.42
-0.20 0.48 -0.47
0.00 0.02 0.00
0.00 -0.01 -0.01
-0.01 0.00 0.00
0.03 0.02 0.02
0.02 0.04 0.05
-0.01 0.03 0.03
-0.01 0.01 0.02
0.00 0.04 0.04
-0.12 0.02 0.03
0.01 0.23 0.06
-0.01 0.17 -0.48
0.02 -0.37 0.52
-0.03 -0.03 0.00
0.01 0.01 -0.01
0.01 -0.01 -0.01
0.05 0.00 -0.02
0.03 -0.04 -0.05
0.01 -0.03 -0.02
0.00 -0.01 -0.03